Density functional theory data (the ωB97M-V functional and the def2-TZVPD basis) for a cluster of 7 separate species, C27H72N10O11 in total.

Output
Charge = 0
Frontier orbital gap = 8.3 eV
Largest force on an atom = 0.064 Eh/bohr
Energy relative to the best compared isomer or geometry (same formula, charge and spin) = 23.1 kcal per mole
HOMO = -7.80 eV
Electronic energy = -2447.04624 hartree
Lowest unoccupied orbital energy = 0.50 eV

Bonds (Å) are listed after each position.
CARTESIAN COORDINATES (ANGSTROEM)
1 C 8.0263 -6.4596 -6.8255  O2 1.394, H10 1.088, H11 1.104, H12 1.096
2 O 6.9424 -7.1714 -7.3377  C1 1.394, C3 1.417
3 C 6.2580 -8.0309 -6.4431  O2 1.417, C4 1.518, H13 1.093, H14 1.110
4 C 5.0824 -8.6455 -7.1814  C3 1.518, N5 1.468, H15 1.087, H16 1.104
5 N 4.6523 -9.9078 -6.5682  C4 1.468, C6 1.473, H17 1.010
6 C 4.1030 -9.7903 -5.2067  N5 1.473, C7 1.523, H18 1.085, H19 1.097
7 C 2.6831 -9.2458 -5.1245  C6 1.523, O8 1.395, H20 1.094, H21 1.096
8 O 1.7758 -10.2645 -5.4168  C7 1.395, C9 1.389
9 C 0.4547 -9.9060 -5.1827  O8 1.389, H22 1.091, H23 1.097, H24 1.103
10 H 8.4714 -5.8190 -7.5840  C1 1.088
11 H 8.8477 -7.1439 -6.5496  C1 1.104
12 H 7.7602 -5.8973 -5.9237  C1 1.096
13 H 6.1696 -7.7130 -5.4015  C3 1.093
14 H 6.9605 -8.8846 -6.3393  C3 1.110
15 H 5.2717 -8.7969 -8.2411  C4 1.087
16 H 4.1943 -7.9924 -7.1170  C4 1.104
17 H 4.0469 -10.4186 -7.1954  N5 1.010
18 H 4.8690 -9.3234 -4.5955  C6 1.085
19 H 3.9984 -10.8405 -4.9062  C6 1.097
20 H 2.6170 -8.4002 -5.8155  C7 1.094
21 H 2.5891 -8.8267 -4.1158  C7 1.096
22 H -0.2791 -10.6060 -5.5837  C9 1.091
23 H 0.2131 -8.9138 -5.5826  C9 1.097
24 H 0.2291 -9.8479 -4.1048  C9 1.103
25 C -5.4552 -5.4378 -7.9617  O26 1.400, H34 1.092, H35 1.094, H36 1.092
26 O -5.3406 -4.4808 -8.9766  C25 1.400, C27 1.420
27 C -4.0913 -4.3158 -9.6319  O26 1.420, C28 1.519, H37 1.092, H38 1.093
28 C -3.0682 -3.5002 -8.8608  C27 1.519, N29 1.454, H39 1.105, H40 1.094
29 N -2.6015 -4.1594 -7.6524  C28 1.454, C30 1.488, H41 1.013
30 C -1.4553 -3.4665 -7.0050  N29 1.488, C31 1.497, H42 1.108, H43 1.089
31 C -1.0574 -4.1215 -5.7188  C30 1.497, O32 1.400, H44 1.104, H45 1.103
32 O -2.0621 -4.0319 -4.7479  C31 1.400, C33 1.416
33 C -1.7468 -4.6357 -3.5064  O32 1.416, H46 1.093, H47 1.102, H48 1.091
34 H -5.5523 -6.4707 -8.3035  C25 1.092
35 H -6.3539 -5.1875 -7.3893  C25 1.094
36 H -4.7083 -5.3967 -7.1660  C25 1.092
37 H -4.3647 -3.7061 -10.4958  C27 1.092
38 H -3.6597 -5.2620 -9.9689  C27 1.093
39 H -3.5447 -2.5497 -8.5605  C28 1.105
40 H -2.2166 -3.2425 -9.4967  C28 1.094
41 H -3.2760 -4.1240 -6.8976  N29 1.013
42 H -1.8834 -2.4850 -6.7214  C30 1.108
43 H -0.6675 -3.3361 -7.7448  C30 1.089
44 H -0.0970 -3.6853 -5.3944  C31 1.104
45 H -0.7316 -5.1663 -5.8587  C31 1.103
46 H -0.8316 -4.2630 -3.0397  C33 1.093
47 H -1.6440 -5.7253 -3.6374  C33 1.102
48 H -2.6726 -4.4858 -2.9491  C33 1.091
49 C 6.4055 -1.8958 -9.1186  O50 1.402, H58 1.093, H59 1.092, H60 1.099
50 O 6.1535 -3.2435 -8.8262  C49 1.402, C51 1.412
51 C 4.9602 -3.4035 -8.0888  O50 1.412, C52 1.515, H61 1.099, H62 1.094
52 C 4.9834 -4.6174 -7.1819  C51 1.515, N53 1.452, H63 1.097, H64 1.096
53 N 3.8780 -4.5908 -6.2402  C52 1.452, C54 1.488, H65 1.021
54 C 4.0207 -5.6435 -5.1988  N53 1.488, C55 1.514, H66 1.091, H67 1.093
55 C 3.0863 -5.4190 -4.0291  C54 1.514, O56 1.414, H68 1.088, H69 1.101
56 O 3.1741 -6.4889 -3.1094  C55 1.414, C57 1.396
57 C 4.2918 -6.4756 -2.2733  O56 1.396, H70 1.090, H71 1.099, H72 1.095
58 H 7.4799 -1.7776 -9.2787  C49 1.093
59 H 6.0695 -1.1780 -8.3679  C49 1.092
60 H 5.9687 -1.6128 -10.0867  C49 1.099
61 H 4.0411 -3.4468 -8.6890  C51 1.099
62 H 4.8244 -2.5142 -7.4654  C51 1.094
63 H 5.9250 -4.5457 -6.6236  C52 1.097
64 H 5.1323 -5.5265 -7.7764  C52 1.096
65 H 3.0710 -4.9912 -6.7210  N53 1.021
66 H 5.0420 -5.7721 -4.8379  C54 1.091
67 H 3.7597 -6.5660 -5.7230  C54 1.093
68 H 2.0599 -5.2225 -4.3334  C55 1.088
69 H 3.3957 -4.4965 -3.5147  C55 1.101
70 H 4.1034 -7.2172 -1.4969  C57 1.090
71 H 4.4415 -5.5349 -1.7256  C57 1.099
72 H 5.2316 -6.7002 -2.7879  C57 1.095
73 C -4.0772 -11.8371 -8.4533  O74 1.407, H82 1.095, H83 1.092, H84 1.096
74 O -3.1714 -10.7648 -8.5556  C73 1.407, C75 1.434
75 C -3.9248 -9.6458 -9.0428  O74 1.434, C76 1.554, H85 1.094, H86 1.098
76 C -3.0409 -8.3704 -9.1316  C75 1.554, N77 1.471, H87 1.092, H88 1.089
77 N -1.8708 -8.4926 -10.0139  C76 1.471, C78 1.449, H89 1.015
78 C -2.1383 -8.7609 -11.4121  N77 1.449, C79 1.521, H90 1.102, H91 1.093
79 C -3.0701 -7.7507 -12.0644  C78 1.521, O80 1.409, H92 1.097, H93 1.100
80 O -4.4006 -8.1350 -11.8048  C79 1.409, C81 1.410
81 C -5.3055 -7.1606 -12.2722  O80 1.410, H94 1.093, H95 1.088, H96 1.094
82 H -4.8386 -11.7722 -7.6686  C73 1.095
83 H -3.5404 -12.7692 -8.2679  C73 1.092
84 H -4.6694 -12.0228 -9.3563  C73 1.096
85 H -4.8576 -9.4631 -8.5004  C75 1.094
86 H -4.2661 -9.8346 -10.0688  C75 1.098
87 H -2.6373 -8.1983 -8.1314  C76 1.092
88 H -3.6852 -7.5532 -9.4508  C76 1.089
89 H -1.3275 -9.2048 -9.5360  N77 1.015
90 H -2.5711 -9.7648 -11.5504  C78 1.102
91 H -1.1826 -8.8625 -11.9317  C78 1.093
92 H -2.8585 -7.6732 -13.1376  C79 1.097
93 H -2.8813 -6.7564 -11.6333  C79 1.100
94 H -5.1418 -6.1888 -11.8003  C81 1.093
95 H -6.3216 -7.4790 -12.0479  C81 1.088
96 H -5.2413 -7.0778 -13.3615  C81 1.094
97 N 1.4956 -6.9611 -8.7482  C98 1.363, H101 0.999, H102 1.007
98 C 0.7689 -5.8075 -8.7413  N97 1.363, N99 1.383, O100 1.236
99 N -0.5120 -5.9523 -9.2425  C98 1.383, H103 1.010, H104 1.028
100 O 1.2094 -4.7177 -8.3586  C98 1.236
101 H 1.0631 -7.8425 -8.9346  N97 0.999
102 H 2.4991 -6.8984 -8.6976  N97 1.007
103 H -1.2287 -5.3263 -8.9047  N99 1.010
104 H -0.7844 -6.7911 -9.7706  N99 1.028
105 N 2.5005 -10.3840 -10.8688  C106 1.378, H109 0.997, H110 1.013
106 C 3.6788 -10.6451 -10.2036  N105 1.378, N107 1.372, O108 1.238
107 N 4.8193 -10.4540 -10.9413  C106 1.372, H111 1.000, H112 0.997
108 O 3.7196 -11.1371 -9.0681  C106 1.238
109 H 2.5444 -10.2175 -11.8509  N105 0.997
110 H 1.6312 -10.5600 -10.3794  N105 1.013
111 H 5.6995 -10.7258 -10.5510  N107 1.000
112 H 4.6967 -10.1156 -11.8714  N107 0.997
113 N 1.4419 -12.6530 -8.2714  C114 1.378, H117 0.998, H118 1.014
114 C 0.3490 -11.8275 -8.4194  N113 1.378, N115 1.361, O116 1.255
115 N -0.8686 -12.3334 -8.0826  C114 1.361, H119 1.003, H120 1.020
116 O 0.4808 -10.6735 -8.8946  C114 1.255
117 H 1.3322 -13.5747 -7.9044  N113 0.998
118 H 2.3454 -12.2851 -8.5479  N113 1.014
119 H -0.7990 -13.2346 -7.6483  N115 1.003
120 H -1.7221 -11.7821 -8.1694  N115 1.020